Formula: C4H4ClNS
Source: the OMol25 dataset
Level of theory: ωB97M-V with the def2-TZVPD basis set

Charge: 0
HOMO level (spin up / spin down) in Ha: -0.3508 / -0.3507
Kohn-Sham gap (spin up / spin down) in Eh: 0.2661 / 0.2661
Strongest force on any atom in eV/Å: 2.48
Multiplicity: 1
Calculated total energy in Eh: -1067.76277
Relative energy (zero: lowest compared OMol25 entry of this formula, charge and spin) in eV: 4.999

Structure (XYZ):
```
11
Properties=species:S:1:pos:R:3:forces:R:3:lowdin_charge:R:1
C 0.91755 -1.68283 0.11012 -1.07 1.36 0.36 -0.28
C -1.95919 -0.49398 -0.03806 -0.65 0.20 -0.79 -0.52
C -0.94078 0.24352 0.31550 0.18 -0.37 0.62 -0.47
C 1.35524 1.24892 0.03364 1.80 1.71 -0.06 -0.40
N 1.06242 -2.77185 -0.23944 0.16 -0.77 -0.22 -0.09
S -0.06886 1.42628 1.02763 -0.79 -0.80 0.01 1.01
Cl -3.49921 0.16000 -0.71045 1.70 -0.61 0.76 0.59
H -1.80205 -1.57945 -0.02688 -0.46 0.42 -0.04 0.08
H 2.21538 1.88948 0.40363 -1.33 -0.37 -0.68 0.09
H 1.07681 1.33469 -1.00323 0.26 0.57 -0.38 0.06
H 1.64269 0.22520 0.12754 0.21 -1.33 0.43 -0.06
```
Forces are in eV/Å.

Formula: C18H18ClO6
Source: the OMol25 dataset
Level of theory: ωB97M-V with the def2-TZVPD basis set

Charge: -1
HOMO level in Ha: -0.1871
Kohn-Sham gap in Eh: 0.2736
Strongest force on any atom in eV/Å: 7.79
Multiplicity: 1
Calculated total energy in Eh: -1608.31979
Relative energy (zero: lowest compared OMol25 entry of this formula, charge and spin) in eV: 0.000

Structure (XYZ):
```
43
Properties=species:S:1:pos:R:3:forces:R:3:lowdin_charge:R:1
Cl -0.09848 0.29365 3.01436 0.01 -0.10 -0.61 -0.14
C -4.44035 2.33815 1.81985 -1.89 2.28 -1.97 0.03
C -4.52215 3.49102 0.88521 -0.38 -2.54 2.06 -0.04
C -3.74504 3.50408 -0.22248 2.74 -0.01 -1.97 -0.36
C -2.76998 2.51908 -0.47001 -1.39 -0.62 3.71 0.02
C -2.58954 1.55025 0.59306 5.16 0.04 -5.84 -0.05
C -3.38392 1.40270 1.63132 -3.46 1.37 2.24 -0.44
O -3.20595 0.40751 2.47787 1.77 -1.82 1.00 -0.01
O -3.79447 4.61389 -1.06838 -1.20 0.54 0.29 -0.01
H -5.43604 2.24748 2.39875 2.39 -0.24 -0.16 0.12
H -5.19503 4.32906 0.99760 -0.35 -0.24 0.34 0.10
H -2.13743 2.63464 -1.30514 0.85 -0.25 -0.67 0.09
H -1.59336 0.84784 0.50919 -2.92 1.65 0.11 0.14
H -2.22713 0.08900 2.38777 -1.79 0.63 0.58 0.00
H -3.12213 4.70941 -1.74882 0.22 -0.77 0.42 0.09
C 1.52521 2.82322 -1.43892 3.05 -0.65 -2.25 -0.02
C 2.42975 2.38481 -2.45938 1.44 -1.07 0.25 0.01
C 3.18763 1.18652 -2.26487 -3.21 1.88 0.72 -0.41
C 2.85491 0.39930 -1.20041 0.65 -2.67 0.45 -0.06
C 1.90155 0.72507 -0.27868 -0.29 0.31 1.51 -0.02
C 1.37782 2.02304 -0.35146 -3.44 -2.22 2.87 -0.32
O 0.33699 2.30048 0.54972 0.13 0.25 0.89 -0.11
O 3.96281 0.82069 -3.25995 3.33 -2.44 -2.95 0.01
H 1.23727 3.82406 -1.49495 -1.22 1.23 0.07 0.09
H 2.72015 2.83089 -3.44701 -0.87 0.35 1.24 0.12
H 3.26984 -0.62426 -1.18860 -0.04 0.46 0.14 0.12
H 1.53368 0.05207 0.58556 0.88 1.22 -1.67 0.10
H 0.10071 1.69946 1.39863 1.61 0.89 -2.16 -0.01
H 4.41496 -0.10434 -3.32741 -1.76 2.50 1.11 0.17
C 2.45243 -3.87234 0.82845 -1.96 3.41 1.58 0.00
C 1.43198 -2.81080 1.05123 2.57 -3.45 -1.37 0.03
C 0.16621 -3.06565 0.54196 2.37 2.25 1.48 -0.35
C -0.02244 -4.18510 -0.21316 -1.33 0.72 -0.88 -0.03
C 0.93427 -5.17343 -0.43211 -2.58 -1.05 -0.30 -0.03
C 2.13210 -5.06256 0.21675 0.72 1.18 0.95 -0.42
O 2.99352 -6.08700 0.28160 3.54 -1.70 1.80 -0.01
O -0.74126 -2.07307 0.72112 -2.53 -3.40 -2.51 0.04
H 3.42440 -3.68846 1.30034 -0.20 -0.33 -0.32 0.10
H 1.70027 -1.84890 1.44331 0.10 0.07 0.53 0.07
H -0.97882 -4.01301 -0.70490 -0.09 -1.38 -0.39 0.12
H 0.53173 -6.10016 -0.92108 1.06 0.90 0.32 0.13
H 3.76872 -5.98410 1.00983 -3.11 0.17 -2.66 0.18
H -0.38541 -1.35419 1.15424 1.42 2.64 2.03 -0.06
```
Forces are in eV/Å.

Formula: C23H24F32O7S
Source: the OMol25 dataset
Level of theory: ωB97M-V with the def2-TZVPD basis set

Charge: 0
HOMO level in Ha: -0.4058
Kohn-Sham gap in Eh: 0.4159
Strongest force on any atom in eV/Å: 2.66
Multiplicity: 1
Calculated total energy in Eh: -5011.40327
SMILES: FC(F)C(F)(F)COC(F)(F)C(F)F.FC(F)C(F)(F)COC(F)(F)C(F)F.FC(F)C(F)(F)COC(F)(F)C(F)F.FC(F)C(F)(F)COC(F)(F)C(F)F.CCOS(C)(=O)=O

Structure (XYZ):
```
87
Properties=species:S:1:pos:R:3:forces:R:3:lowdin_charge:R:1
F 5.01461 26.66167 16.06257 -0.05 -0.55 -0.42 0.09
C 5.36936 26.89400 14.76712 0.49 0.80 1.38 -0.29
F 6.48713 26.19124 14.46636 -0.20 -0.38 0.01 0.09
C 4.23800 26.53947 13.81781 -0.82 0.94 -0.08 -0.46
F 3.16581 27.33712 14.12482 0.15 -0.04 0.25 0.11
F 3.82541 25.27242 13.96561 0.21 -0.29 0.03 0.16
C 4.66186 26.83742 12.41806 1.67 -0.36 -0.55 -0.07
O 3.61798 26.59752 11.50920 -0.28 0.31 0.35 0.06
C 3.96915 26.11985 10.29970 -0.20 -0.28 0.20 -0.56
F 5.01391 26.79018 9.77894 0.00 0.03 -0.26 0.16
F 4.33906 24.82122 10.40967 0.24 -0.11 -0.28 0.15
C 2.68741 26.18969 9.46947 -0.83 0.67 0.70 -0.28
F 2.32713 27.50083 9.29981 0.41 -0.14 -0.26 0.08
F 2.78048 25.60395 8.28360 0.30 -0.14 -0.23 0.12
H 5.64615 27.95054 14.76503 -0.26 0.06 -0.56 0.16
H 5.55319 26.21602 12.25318 -0.39 -0.30 -0.31 0.16
H 5.06408 27.84477 12.29735 -0.47 0.23 0.33 0.14
H 1.89284 25.75776 10.08240 0.04 -0.37 -0.21 0.18
F 16.75357 26.55329 16.22766 0.24 -0.18 -0.22 0.12
C 15.59532 27.04838 16.66001 -0.34 0.26 1.20 -0.32
F 15.58496 28.39673 16.45758 -0.01 -0.18 -0.32 0.08
C 14.41192 26.39859 15.94874 -0.19 0.92 -1.30 -0.45
F 14.32443 25.09826 16.29842 0.09 -0.13 0.17 0.13
F 14.66021 26.43904 14.61516 0.07 -0.15 0.00 0.12
C 13.10985 27.11746 16.27837 -0.87 -0.93 1.82 -0.04
O 11.98174 26.69483 15.51778 0.46 0.00 -0.23 0.06
C 11.60564 27.48320 14.48879 0.23 0.69 0.33 -0.57
F 11.26741 28.73097 14.91425 -0.32 -0.13 0.16 0.14
F 12.60163 27.69391 13.61686 0.26 -0.11 -0.46 0.16
C 10.46354 26.78561 13.78293 -0.14 -0.82 -0.78 -0.30
F 9.42074 26.58836 14.60002 -0.28 0.36 0.31 0.11
F 10.06729 27.51206 12.71090 -0.03 0.12 0.23 0.10
H 15.49884 26.89997 17.74299 0.17 -0.15 -0.09 0.17
H 13.15753 28.18825 16.45128 0.28 0.13 -0.73 0.15
H 12.84822 26.71055 17.26653 0.21 0.19 -0.01 0.16
H 10.79301 25.80161 13.43845 0.16 0.10 -0.08 0.18
F 2.15029 26.37732 5.72724 -0.15 0.13 0.10 0.09
C 1.51704 25.29707 5.22377 0.69 -0.73 -0.70 -0.30
F 1.74532 24.22981 6.02359 -0.24 0.22 0.32 0.10
C 0.02219 25.56686 5.06629 -0.08 0.28 -0.11 -0.45
F -0.56360 24.41422 4.69042 -0.10 -0.04 0.12 0.14
F -0.10369 26.43967 4.02356 0.10 0.10 0.06 0.11
C -0.63974 26.20729 6.27098 0.58 -0.35 1.00 -0.01
O -0.80833 25.20852 7.30600 -0.18 0.44 -0.63 0.04
C -2.09595 24.92527 7.59445 0.25 -0.13 0.06 -0.57
F -2.71874 26.02502 8.10802 -0.23 -0.07 -0.10 0.13
F -2.78731 24.55368 6.50372 -0.20 -0.02 0.06 0.16
C -2.05713 23.85253 8.68278 -0.31 0.14 0.19 -0.30
F -3.28560 23.35108 8.92500 -0.17 0.24 -0.04 0.10
F -1.28134 22.83257 8.29474 0.30 -0.11 0.00 0.12
H 1.96435 25.04695 4.25561 -0.18 0.23 -0.06 0.17
H -1.55641 26.72419 6.00615 -0.14 -0.19 -0.10 0.15
H 0.05632 26.91052 6.72634 -0.05 0.25 -0.36 0.14
H -1.67861 24.34584 9.58256 0.12 -0.35 0.11 0.17
F 5.60638 30.14509 13.48113 -0.40 0.35 0.52 0.08
C 5.08613 31.04303 12.60052 2.01 -0.70 -1.59 -0.28
F 4.06524 30.42953 11.96813 -0.70 0.38 0.62 0.09
C 4.81193 32.44454 13.17075 -0.95 -0.50 0.09 -0.45
F 3.88702 32.98950 12.33282 -0.04 0.14 0.15 0.11
F 5.94198 33.16346 13.03941 0.23 -0.06 0.09 0.14
C 4.28657 32.53133 14.58688 -0.34 0.47 -0.22 -0.05
O 5.31436 32.08752 15.44525 0.11 -0.02 0.04 0.03
C 5.01165 32.03192 16.76923 -0.10 -0.11 -0.48 -0.55
F 4.43783 33.18274 17.18087 0.13 0.01 0.18 0.15
F 4.12521 31.04548 17.01053 -0.18 0.05 0.17 0.16
C 6.33892 31.75784 17.48207 0.40 -0.21 0.03 -0.28
F 6.28108 32.13657 18.77050 -0.11 -0.04 0.05 0.11
F 6.57284 30.42556 17.42113 -0.03 0.02 0.10 0.10
H 5.86454 31.17341 11.83582 -0.10 0.21 0.08 0.18
H 3.35965 31.95788 14.66599 0.15 -0.20 0.08 0.16
H 4.05383 33.58244 14.77915 0.01 -0.05 -0.03 0.15
H 7.16513 32.25742 16.97528 -0.08 0.20 0.07 0.17
C 4.26239 29.95956 7.64966 0.14 -0.16 -1.11 -0.06
C 3.44845 30.87935 8.55302 0.17 -0.34 -0.43 -0.23
O 4.04542 32.20841 8.59580 -0.56 -0.16 0.30 -0.28
S 3.70191 33.18116 7.36779 0.92 0.17 0.81 0.58
C 3.50194 34.72281 8.27358 0.74 -0.59 -1.04 -0.09
O 4.89182 33.25487 6.58102 -0.04 0.14 -0.26 -0.28
O 2.46863 32.80230 6.76269 -0.45 -0.19 -0.10 -0.28
H 3.69352 29.57413 6.79728 -0.33 -0.24 0.42 0.08
H 4.73537 29.13228 8.17519 -0.20 -0.04 0.10 0.06
H 5.06191 30.46926 7.10621 0.06 0.39 0.48 0.08
H 2.41328 31.01023 8.24536 0.05 -0.17 -0.21 0.11
H 3.42476 30.44346 9.54846 0.21 0.63 0.26 0.10
H 2.57046 35.13652 7.90545 -0.19 0.13 0.52 0.07
H 4.34161 35.32085 7.92561 -0.08 0.18 0.13 0.07
H 3.62033 34.50293 9.32570 -0.47 0.18 0.15 0.06
```
Forces are in eV/Å.